(1)
One molecule with the formula C6H12O. Source: OMol25; level of theory: ωB97M-V/def2-TZVPD.

Computed properties:
- energy above the lowest of the compared OMol25 structures with the same formula, charge and spin (eV) = 0.410
- E_HOMO (eV) = -9.67
- E (eV) = -8463.944

Positions of all 19 atoms, in Å:
C1 -2.45 -0.73 0.36
C2 -1.09 -0.91 -0.33
C3 0.00 0.04 0.21
C4 -0.33 1.44 -0.24
O1 -0.78 2.33 0.45
C5 1.39 -0.37 -0.27
C6 2.49 0.60 0.18
H1 -3.21 -1.38 -0.10
H2 -2.38 -0.99 1.42
H3 -2.81 0.30 0.30
H4 -0.75 -1.94 -0.20
H5 -1.20 -0.77 -1.41
H6 -0.02 0.03 1.31
H7 -0.15 1.63 -1.33
H8 1.37 -0.45 -1.36
H9 1.62 -1.37 0.12
H10 3.48 0.13 0.13
H11 2.31 0.94 1.20
H12 2.52 1.50 -0.45

(2)
C4H3F2IO2 as an isolated structure at a distorted geometry. Source: OMol25; level of theory: ωB97M-V/def2-TZVPD.

Computed properties:
- E_HOMO (eV) = -8.54
- E (eV) = -21825.639

Positions of all 12 atoms, in Å:
C1 1.15 -0.93 -0.67
C2 -0.13 -1.08 -0.45
C3 0.88 1.80 1.10
C4 -1.39 -0.38 -0.83
O1 2.30 -0.91 -0.71
O2 1.13 2.02 0.00
F1 0.18 2.44 2.02
F2 1.31 0.67 1.78
I1 -0.25 -2.92 0.53
H1 -1.79 -0.72 -1.81
H2 -1.15 0.59 -0.91
H3 -2.24 -0.58 -0.05

The highest E belongs to which entry? C6H12O

Copy entry 2 word for word.
C4H3F2IO2 as an isolated structure at a distorted geometry. Source: OMol25; level of theory: ωB97M-V/def2-TZVPD.

Computed properties:
- E_HOMO (eV) = -8.54
- E (eV) = -21825.639

Positions of all 12 atoms, in Å:
C1 1.15 -0.93 -0.67
C2 -0.13 -1.08 -0.45
C3 0.88 1.80 1.10
C4 -1.39 -0.38 -0.83
O1 2.30 -0.91 -0.71
O2 1.13 2.02 0.00
F1 0.18 2.44 2.02
F2 1.31 0.67 1.78
I1 -0.25 -2.92 0.53
H1 -1.79 -0.72 -1.81
H2 -1.15 0.59 -0.91
H3 -2.24 -0.58 -0.05

Which of these has the highest E? C6H12O